This record from the OMol25 dataset describes a cluster of 8 separate species, C16H48O16 in total in a non-equilibrium geometry. The level of theory is ωB97M-V/def2-TZVPD.

CARTESIAN COORDINATES (ANGSTROEM)
C 9.2414 -18.3408 -5.1901
C 10.4365 -18.1509 -4.2885
O 10.4975 -19.1515 -3.2689
O 8.0063 -18.2338 -4.4775
H 9.2265 -19.3207 -5.6774
H 9.2171 -17.5526 -5.9368
H 10.4279 -17.1136 -3.9288
H 11.2903 -18.2459 -4.9368
H 9.5925 -19.2886 -3.0022
H 8.2022 -17.8042 -3.6137
C 4.8290 -17.8959 -7.2824
C 6.2647 -17.3790 -7.4752
O 6.3206 -15.9880 -7.6661
O 4.2221 -17.5662 -6.0388
H 4.9047 -19.0001 -7.2972
H 4.1555 -17.6427 -8.1003
H 6.6629 -17.8864 -8.3690
H 6.8677 -17.6634 -6.6229
H 6.3855 -15.8082 -8.6100
H 4.5286 -16.6533 -5.8755
C 9.4525 -15.8152 -1.5022
C 10.8809 -15.8236 -1.7681
O 11.2551 -14.9846 -2.8808
O 8.6173 -16.5345 -2.4304
H 8.9675 -14.8241 -1.5417
H 9.2313 -16.2699 -0.5610
H 11.2774 -16.8150 -1.9598
H 11.3366 -15.4782 -0.8273
H 11.9627 -15.4746 -3.2865
H 8.1627 -15.9153 -3.0096
C 13.5787 -12.5445 -7.4406
C 13.6198 -13.9517 -6.9305
O 12.5080 -14.7133 -7.4534
O 13.7418 -12.4849 -8.8387
H 14.4062 -12.0012 -6.9628
H 12.6216 -12.0282 -7.1355
H 13.5794 -13.9222 -5.8501
H 14.4790 -14.4632 -7.3741
H 11.6977 -14.2264 -7.2839
H 13.5003 -13.3480 -9.1925
C 10.5469 -11.4177 -3.2623
C 9.1381 -10.9654 -3.6226
O 8.0896 -11.8829 -3.4160
O 10.9392 -12.5178 -3.9771
H 10.6714 -11.5657 -2.1962
H 11.1528 -10.5160 -3.4991
H 9.1739 -10.6319 -4.6997
H 8.8902 -10.0890 -3.0096
H 8.4487 -12.7252 -3.7427
H 11.1263 -13.2788 -3.4019
C 8.0609 -14.6229 -5.6330
C 8.5395 -13.4162 -6.4329
O 9.9480 -13.3713 -6.4396
O 8.5452 -14.5629 -4.3007
H 8.3478 -15.5744 -6.1017
H 6.9861 -14.5560 -5.6623
H 8.1617 -12.4853 -6.0062
H 8.2084 -13.5720 -7.4751
H 10.1805 -12.9948 -5.5746
H 9.4963 -14.7176 -4.3162
C 9.5327 -15.2524 -9.9632
C 10.8443 -14.9048 -10.7089
O 10.5396 -14.8822 -12.0322
O 8.9641 -16.4855 -10.4826
H 8.7689 -14.4961 -10.1474
H 9.6709 -15.4007 -8.9036
H 11.6508 -15.5853 -10.4676
H 11.0626 -13.8851 -10.3686
H 11.2750 -14.5655 -12.5649
H 9.3980 -16.7352 -11.2853
C 10.1991 -8.7995 -7.5210
C 8.8160 -9.4100 -7.5378
O 8.5452 -10.2233 -8.7091
O 11.1211 -9.8112 -7.1228
H 10.1233 -7.9319 -6.8769
H 10.4322 -8.4187 -8.5248
H 8.1074 -8.5714 -7.5524
H 8.7150 -10.0795 -6.6947
H 9.1463 -10.9754 -8.6547
H 11.8297 -9.8762 -7.7790

Structure (SMILES): OCCO.OCCO.OCCO.OCCO.OCCO.OCCO.OCCO.OCCO
LUMO energy in eV: 0.23
Relative energy (zero: lowest compared OMol25 entry of this formula, charge and spin) in kcal/mol: 19.0
Net charge: 0
Max |F| in hartree/bohr: 0.0670
Gap between HOMO and LUMO in eV: 10.13
Calculated total energy in hartree: -1842.11269